16
Properties=species:S:1:pos:R:3 method="wB97M-V/def2-TZVPD" homo_ev="-19.2 / -19.2" total_charge=+2 orbital_gap_ev="8.23 / 7.82" s2=0.755 multiplicity=2
Ti 0.00276 -0.00035 -0.09593
O -0.18580 -3.28031 -0.41315
O -0.24623 3.26481 -0.47322
O 2.76955 0.00571 -1.89120
O 0.85235 0.02557 -5.51117
O -3.11748 -0.02250 0.95703
N 0.97977 0.02585 1.99168
C -2.02894 -0.01541 0.56399
C -0.11418 -2.12714 -0.28570
C 1.76628 0.00293 -1.29791
C -0.15514 2.12034 -0.32788
C 0.82730 0.02715 -4.36099
H 0.91791 0.93708 2.46583
H -0.75640 -0.01903 -1.55635
H 1.98264 -0.20048 1.98255
H 0.56291 -0.64334 2.65293

---

154
Properties=species:S:1:pos:R:3 method="wB97M-V/def2-TZVPD" homo_ev="-2.0 / -4.9" total_charge=-1 orbital_gap_ev="3.98 / 5.49" s2=3.781 multiplicity=4
I -2.01274 -1.43301 -1.66703
Te -3.49774 -0.75753 1.89804
Ti 0.04498 0.29705 -0.04198
Cl -0.68313 -0.35995 2.93400
P 0.09030 -3.61870 -0.84070
P 3.45998 0.06192 0.87738
O -3.63550 2.01985 0.84225
O 1.01288 3.08027 -1.24454
N 0.92627 -0.04752 -1.80904
N -1.74004 0.95839 0.10682
C -7.76089 -0.37385 0.74092
C -9.33251 -1.69111 -0.71908
C 0.27340 -4.50644 3.18390
C 2.24107 -1.68147 -3.05244
C -3.28961 4.24697 -2.76174
C -5.85113 -2.38109 0.67545
C -3.67057 -3.69172 -4.94771
C 1.73856 -1.16937 -1.89209
C 4.84139 -1.27392 2.88082
C -4.82064 -0.65076 6.69896
C 2.92704 -3.78685 -0.53254
C 3.13182 2.31401 2.53672
C 5.19304 0.01194 -1.29241
C 1.82610 -4.04324 -1.34922
C 1.88260 -1.11578 -4.28805
C -2.58468 1.94660 0.14215
C 4.22476 -3.93927 -1.00152
C -4.02478 -0.65816 4.00212
C 0.46157 2.56971 1.91517
C -4.48644 0.52310 6.04880
C -6.54346 -0.17014 1.37588
C -2.52976 5.37175 -2.46380
C -2.35159 -3.05659 -3.01943
C 2.08118 -4.39589 -2.67929
C -0.47175 -6.10619 -1.89289
C 5.91751 0.52510 -2.35483
C 0.25449 2.94736 -3.48501
C 6.98382 -0.70824 3.80479
C -0.16524 -4.44506 0.79703
C 3.37584 -4.54274 -3.15130
C -0.84191 -4.77335 -1.94273
C -0.97465 -7.06345 -2.78096
C 7.04687 0.38989 2.95688
C 5.87748 -1.54324 3.76461
C -5.27347 -0.65542 8.13483
C 6.01175 0.65342 2.07239
C 1.04415 3.42794 2.83205
C -4.96189 -3.60069 0.69037
C 4.45789 -4.32711 -2.31101
C 2.39246 3.31605 3.13672
C -0.80863 -5.35094 3.38430
C -0.42342 1.64029 -3.05416
C -4.29477 -1.86705 4.66418
C -1.84470 -6.66820 -3.75907
C -1.26182 -5.28208 1.02180
C 5.09455 2.72230 -1.85073
C 0.53321 0.47282 -3.04427
C -1.70240 4.27035 -0.48478
C -3.25719 -2.73881 -4.00122
C -7.08408 -2.53828 0.04051
C -6.34535 1.10430 2.14848
C -8.03606 -1.53697 0.03036
C -4.69045 -1.84180 5.99493
C -0.00985 -1.20018 1.44858
C -3.58530 1.85158 4.15657
C 5.86402 1.88392 -2.64135
C -3.25325 3.14339 -1.92467
C -3.18882 -4.96519 -4.86289
C 4.40044 0.84369 -0.50125
C 0.58018 -4.05153 1.91165
C 4.88625 -0.17043 2.02971
C 2.54367 1.46414 1.59393
C -2.27364 -5.32727 -3.84626
C 1.44439 3.24733 -2.58765
C -2.45177 3.14376 -0.78526
C 0.98156 -0.03538 -4.23394
C -4.15922 -3.20724 3.99279
C -1.79504 -4.35461 -2.90845
C 1.16894 1.56359 1.22275
C -1.74216 5.37793 -1.32247
C -5.54684 -1.16405 1.30292
C -4.06210 0.53982 4.71899
C 4.36867 2.20323 -0.78391
C -1.57493 -5.73365 2.29586
H -4.54585 1.46541 6.58432
H -6.25224 -1.12883 8.23223
H -1.06202 -5.68522 4.38237
H 2.92952 -2.51765 -3.00639
H 2.85260 3.98723 3.85276
H 5.47073 -4.44202 -2.67557
H 1.98123 -1.63849 -0.94861
H 0.60417 2.86732 -4.51759
H -0.60978 2.64504 1.76360
H -0.46759 3.76655 -3.42361
H -3.62512 1.88473 3.07107
H -4.16728 2.68147 4.56058
H 7.90729 1.04778 2.98709
H 5.06800 3.78631 -2.05457
H -3.50150 -5.72634 -5.56793
H 0.24545 -6.41181 -1.14266
H -1.87857 -5.58983 0.18982
H -4.37500 -3.41842 -5.72290
H 2.25676 -1.50873 -5.22328
H 4.17328 2.18975 2.80940
H -9.38587 -0.97188 -1.53896
H 6.42025 2.28607 -3.47911
H -3.97493 -3.39514 1.09613
H -0.82305 1.78006 -2.05305
H 1.79521 4.27541 -2.74906
H 5.23792 -1.04797 -1.06561
H -1.08209 4.29855 0.40084
H -3.21374 -3.28453 3.45246
H -8.51330 0.40717 0.78824
H 5.05482 -3.74216 -0.33442
H 0.62121 0.42495 -5.14810
H 2.79824 -3.45269 0.48484
H -5.44855 1.62248 1.81308
H -2.22771 -7.38142 -4.47972
H 3.79183 2.86443 -0.14679
H 3.97304 -1.92307 2.84653
H 1.76577 3.10805 -0.64548
H -4.57455 -1.21799 8.75708
H 1.39828 -3.35597 1.79990
H -3.85710 2.27072 -2.14640
H -7.19741 1.77181 2.01909
H -3.91906 4.23105 -3.64360
H 6.07731 1.50328 1.40416
H -7.28902 -3.47497 -0.47032
H -4.19344 -4.00685 4.73286
H 0.43726 4.17260 3.33724
H -5.42915 -4.37809 1.30217
H -10.18726 -1.50861 -0.06539
H -6.23312 0.88660 3.21336
H -0.68369 -2.05067 1.28619
H 7.79532 -0.90900 4.49343
H -5.34071 0.35908 8.52626
H -2.42829 -6.38686 2.43442
H -4.96985 -3.36307 3.28010
H 1.25672 -4.54040 -3.36395
H 0.87617 -4.18577 4.02426
H -2.54187 2.00335 4.44753
H 6.52586 -0.13451 -2.96159
H 3.53739 -4.81504 -4.18704
H -4.84960 -4.00768 -0.31317
H -0.66351 -8.09741 -2.70025
H -3.66386 -1.73753 -4.02702
H -4.89829 -2.78226 6.49626
H 0.94533 -1.60018 1.79072
H 2.26267 2.55796 -2.82434
H 5.82196 -2.40336 4.42065
H -2.55199 6.23514 -3.11760
H -1.15252 6.25230 -1.07455
H -9.42342 -2.69255 -1.13920
H -1.25715 1.42196 -3.72579

---

14
Properties=species:S:1:pos:R:3 method="wB97M-V/def2-TZVPD" homo_ev=-14.7 total_charge=+1 orbital_gap_ev=10.59
O -1.51054 -1.33702 -0.66731
N 0.68859 -1.06405 -0.66404
C 3.02755 0.77308 1.07157
C 3.03414 0.82352 -0.14232
C -0.56796 -0.58308 -0.30874
C -0.75073 0.52064 0.71491
H -0.94041 1.46687 0.21149
H 3.07518 0.75163 -1.20469
H 0.74869 -1.88837 -1.21121
H 0.30815 0.62981 1.10201
H -1.47818 0.17105 1.36561
H 1.57720 -0.62618 -0.48005
H 3.25314 0.55092 2.06437
H -2.49331 -1.10282 -0.40354

---

no.,DFT total energy (Ha)
1,-1472.641033
2,-5679.871209
3,-286.863608